No. 1
Molecular formula: C37H67Cl4F8N9O11S2
Method: DFT, wB97M-V/def2-TZVPD

Largest force on an atom: 9.02 eV Å⁻¹
Highest occupied orbital energy: -8.37 eV
Molecular weight: 1171.9 g/mol
Gap between HOMO and LUMO: 0.245 Ha
LUMO: -1.719 eV

```
138
C37H67Cl4F8N9O11S2 (wB97M-V/def2-TZVPD)
N -10.8699 12.3661 7.5679
H -11.2797 11.6062 7.0437
H -9.9549 11.9464 7.6501
H -11.3966 12.6319 8.3877
H -10.9351 13.2114 7.0191
C -11.0528 9.6938 2.6316
F -10.8692 9.3987 1.3291
F -9.9194 10.0725 3.3020
F -11.8987 10.6689 2.5401
S -11.8539 8.2060 3.5742
O -12.5614 7.3759 2.5754
O -10.6792 7.6363 4.2303
N -12.7731 9.0519 4.7694
S -14.0352 8.2850 4.7663
O -14.9144 8.7144 3.6440
O -13.9943 6.8807 4.9560
C -14.9624 9.0299 6.3814
F -16.1595 8.5009 6.3838
F -14.3251 8.5919 7.4490
F -15.0763 10.3544 6.4129
C -9.9402 4.9132 9.9131
C -9.2538 3.6096 9.4821
O -8.9044 2.8830 10.3613
N -9.0394 3.3135 8.2399
C -8.4233 2.0481 7.7601
H -10.1746 5.5261 9.0428
H -9.3001 5.4290 10.6289
H -10.9005 4.6677 10.3664
H -9.3120 3.9916 7.5428
H -9.0601 1.1645 7.8025
H -7.5295 1.8105 8.3370
H -8.1244 2.2270 6.7272
C -15.9619 13.8478 12.7228
C -15.0257 14.5618 11.7991
O -13.9446 14.0198 11.5177
N -15.3263 15.8132 11.4083
C -14.4911 16.7149 10.5633
H -16.3946 14.3341 13.5971
H -15.4130 13.0125 13.1575
H -16.7966 13.4713 12.1315
H -16.0116 16.3390 11.9319
H -14.1764 16.2320 9.6381
H -13.5735 17.0260 11.0626
H -15.0143 17.6180 10.2492
C -3.8348 9.7708 9.8730
C -4.2888 10.7494 8.7361
O -5.4378 10.6426 8.3316
N -3.3828 11.6617 8.4656
C -3.7392 12.7800 7.6345
H -2.8514 9.4743 9.5081
H -4.5374 8.9431 9.7766
H -3.8062 10.2413 10.8558
H -2.5197 11.6031 8.9868
H -4.3776 12.4292 6.8236
H -2.9006 13.2787 7.1486
H -4.2834 13.6090 8.0871
C -9.2610 18.5384 3.0815
C -10.4673 17.6955 3.3421
O -10.5045 16.9304 4.3016
N -11.5254 17.9568 2.5306
C -12.8431 17.3461 2.6598
H -8.6331 18.7338 3.9508
H -9.4789 19.5121 2.6427
H -8.5141 18.0405 2.4633
H -11.2895 18.2334 1.5883
H -12.7592 16.4576 2.0339
H -13.7487 17.8114 2.2707
H -13.0971 16.9500 3.6430
C -17.2395 2.1022 -0.7574
C -18.7382 2.2766 -1.2557
O -18.9867 3.1854 -2.0408
N -19.7472 1.5113 -0.8019
C -19.7178 0.5514 0.3566
H -17.0264 2.4053 0.2677
H -16.5801 2.6707 -1.4132
H -16.9574 1.0523 -0.8373
H -20.5891 1.5959 -1.3534
H -19.3247 -0.4163 0.0450
H -20.6787 0.3225 0.8176
H -19.0710 0.9738 1.1256
C -21.8743 12.4694 5.4740
C -21.0110 12.8748 4.3228
O -20.0789 13.6711 4.4538
N -21.1561 12.2788 3.1514
C -20.2825 12.5431 1.9946
H -22.5961 13.2803 5.5728
H -21.3658 12.4023 6.4358
H -22.5754 11.6854 5.1879
H -21.9336 11.6526 2.9979
H -19.2118 12.3411 1.9669
H -20.5315 13.5281 1.5999
H -20.5666 11.8365 1.2147
C -8.2975 12.7566 -6.6936
C -7.5831 13.8183 -7.4901
O -8.3007 14.7034 -7.9590
N -6.2439 13.7980 -7.5021
C -5.4915 14.7719 -8.2950
H -8.8172 13.1603 -5.8247
H -7.6304 11.9650 -6.3522
H -9.1695 12.4454 -7.2688
H -5.7619 12.9708 -7.1804
H -5.3368 14.4186 -9.3145
H -4.4673 14.8151 -7.9246
H -5.9400 15.7653 -8.2841
C -14.1739 8.7112 -4.2180
Cl -15.2685 10.0630 -4.7702
Cl -13.5979 7.6173 -5.4689
H -13.2713 9.1302 -3.7732
H -14.5273 8.0682 -3.4120
C -2.8982 5.5987 4.8166
Cl -3.0794 7.2589 4.1317
Cl -1.2278 5.0714 5.1228
H -3.5236 5.5894 5.7092
H -3.4079 4.9048 4.1482
F -17.2336 5.5228 17.8113
C -18.1995 6.2749 17.2350
C -18.2071 6.4764 15.8707
C -19.0530 7.5065 15.4026
C -19.9879 8.0892 16.2394
C -20.1681 7.7018 17.5341
C -19.2077 6.8333 18.0259
H -17.4312 6.0177 15.2759
H -19.0657 7.6971 14.3396
H -20.8478 8.6149 15.8514
H -21.0505 7.7984 18.1494
H -19.2207 6.4398 19.0316
F -8.3944 1.0451 -5.5755
C -8.1355 2.2426 -5.0509
C -8.0776 2.4397 -3.6636
C -7.7879 3.7309 -3.1371
C -7.4938 4.7398 -4.0339
C -7.4581 4.5117 -5.4246
C -7.7490 3.2487 -5.9108
H -8.2383 1.6569 -2.9371
H -7.5784 3.9630 -2.1033
H -7.1463 5.7207 -3.7451
H -7.2964 5.2513 -6.1948
H -7.8544 3.0701 -6.9707
```


No. 2
Molecular formula: C37H69FNO15S7
Method: DFT, wB97M-V/def2-TZVPD

ΔE to the lowest compared entry with this formula, charge and spin: 303.7 kJ/mol
Net charge: +1
Largest force on an atom: 13.14 eV Å⁻¹
Highest occupied orbital energy: -10.78 eV
Molecular weight: 1011.4 g/mol
Gap between HOMO and LUMO: 0.334 Ha
LUMO: -1.687 eV

```
130
C37H69FNO15S7 (wB97M-V/def2-TZVPD)
C -1.6625 0.5883 -1.0834
C -0.6284 0.0000 0.0502
O -0.0675 -1.0872 -0.2121
N -0.4509 0.7722 1.3691
H 0.4816 0.8504 1.7339
H -0.8632 1.5795 1.3966
C -1.1759 0.0653 2.4444
H -1.5691 -0.0665 -2.0174
H -1.6599 1.4504 -1.3146
H -2.6180 0.5489 -0.5541
H -1.0810 -1.0607 2.5992
H -2.2530 0.3858 2.4233
H -0.8486 0.5710 3.3214
F -1.4581 -4.3116 -2.9116
C -0.6294 -4.2394 -3.9981
C -0.0181 -5.4337 -4.3959
C 1.0089 -5.3394 -5.3718
C 1.2809 -4.1681 -5.9507
C 0.7123 -2.9827 -5.4561
C -0.2310 -3.0453 -4.4697
H -0.2386 -6.4352 -3.8559
H 1.3003 -6.3575 -5.5239
H 2.1421 -3.7611 -6.6651
H 1.1006 -2.0190 -5.8391
H -0.7197 -2.1044 -3.9894
C 2.3374 1.0301 5.0994
C 2.5644 -0.5182 5.0805
C 2.7928 -0.8594 3.7141
S 3.2181 0.6309 2.8296
O 2.1148 0.9198 2.0489
O 4.4895 0.3878 2.1932
C 3.3664 1.6538 4.2080
H 2.5514 1.3814 6.1792
H 1.3173 1.1003 4.9023
H 1.8153 -0.8312 5.5834
H 3.4401 -0.6606 5.6909
H 1.8914 -1.3190 3.4648
H 3.5948 -1.5916 3.6678
H 3.1338 2.5946 3.7250
H 4.3277 1.6798 4.6857
C 0.7030 -5.0388 2.1127
C -0.7029 -4.4105 2.0036
C -1.2138 -4.2626 3.2454
S 0.1018 -3.9769 4.4492
O -0.3415 -4.6225 5.7484
O 0.2452 -2.5432 4.4169
C 1.3258 -4.8907 3.5127
H 1.3652 -4.4688 1.6076
H 0.7145 -6.0553 1.5669
H -1.5739 -4.9841 1.4085
H -0.6732 -3.3619 1.8931
H -1.7707 -5.0869 3.5640
H -2.1906 -3.7621 3.2030
H 1.6122 -5.7143 4.2672
H 2.1111 -4.2645 3.5031
C -4.8681 -4.9399 1.0886
C -5.7897 -4.0109 1.7206
C -5.2341 -2.7812 2.1119
S -4.2684 -2.4444 0.6358
O -2.9258 -2.0459 1.1118
O -5.0476 -1.6700 -0.1978
C -4.2327 -4.1153 0.0068
H -5.2332 -5.9771 0.6873
H -3.9349 -5.3101 1.6573
H -6.4753 -4.4182 2.6038
H -6.6320 -3.7759 1.0358
H -4.3706 -2.8961 2.7661
H -5.9512 -1.9717 2.3437
H -3.2953 -4.5081 -0.4987
H -5.0155 -4.2431 -0.7066
C 4.1243 2.4993 -1.4785
C 3.3400 1.7251 -2.4937
C 2.4100 2.4097 -3.1288
S 1.7264 3.3874 -1.8766
O 0.9650 2.6206 -0.9322
O 1.1784 4.6418 -2.4142
C 3.3431 3.6785 -1.1799
H 5.0051 2.7558 -1.8446
H 4.3200 1.8150 -0.7012
H 2.7566 0.8819 -2.0493
H 4.0118 1.1243 -3.2052
H 1.6287 1.9419 -3.8020
H 2.8429 3.1271 -3.8563
H 3.1771 3.8976 0.0303
H 3.9292 4.4618 -1.8108
C -4.7107 5.8524 -4.5667
C -5.3109 5.6566 -3.1948
C -4.2660 5.5021 -2.2068
S -2.8253 4.8547 -3.0708
O -2.6207 3.5158 -2.6478
O -1.7967 5.8256 -3.0546
C -3.5088 4.8848 -4.6831
H -4.3928 6.7582 -4.5971
H -5.4015 5.7281 -5.2338
H -5.6520 4.5872 -2.8841
H -6.0307 6.3017 -2.8099
H -4.4020 4.9521 -1.2351
H -3.7386 6.5426 -1.8455
H -3.6591 3.8205 -4.7931
H -2.6413 5.1548 -5.3621
C 4.6877 -2.7634 -1.5591
C 4.2344 -2.5703 -0.1418
C 2.8405 -1.9882 -0.2208
S 2.0677 -2.7653 -1.6722
O 1.5153 -1.6673 -2.4032
O 1.4032 -3.9123 -1.2606
C 3.5386 -3.1930 -2.5460
H 5.5274 -3.5594 -1.6701
H 5.0375 -1.7778 -1.9486
H 4.9163 -1.7730 0.2396
H 4.0936 -3.4413 0.3074
H 2.9985 -0.9276 -0.1375
H 2.0244 -2.1365 0.6046
H 3.6578 -2.6098 -3.6598
H 3.6680 -4.2273 -2.5012
C 1.0051 6.1807 0.6929
C 1.4938 5.2687 1.8034
C 0.6276 5.0912 2.8962
S -0.9003 4.9127 2.1051
O -1.8351 5.8255 2.6230
O -1.3297 3.5434 1.9537
C -0.4780 5.5966 0.4865
H 1.5766 6.1430 -0.1611
H 1.0948 7.1357 0.8915
H 2.3680 5.4634 2.3143
H 1.6666 4.3980 1.3563
H 0.7701 6.0299 3.2891
H 0.6638 4.1261 3.4381
H -1.4135 6.4705 0.2254
H -0.5684 4.7748 -0.0875
```


No. 3
Molecular formula: C37H69MgN9OP2SeSi2
Method: DFT, wB97M-V/def2-TZVPD

Largest force on an atom: 0.67 eV Å⁻¹
Highest occupied orbital energy: -5.98 eV
Molecular weight: 877.4 g/mol
Gap between HOMO and LUMO: 0.228 Ha
LUMO: 0.214 eV

```
122
C37H69MgN9OP2SeSi2 (wB97M-V/def2-TZVPD)
Mg 0.1518 0.1159 -0.7824
C -2.0824 -3.1872 2.5431
Si -1.7880 -1.9747 1.1225
C -1.4461 -0.3153 1.9557
C -3.3879 -1.9095 0.1047
C -4.4747 -2.6716 0.5519
C -5.6593 -2.7584 -0.1613
C -5.7838 -2.0721 -1.3571
C -4.7196 -1.3122 -1.8142
C -3.5097 -1.2169 -1.1206
Si -2.1396 -0.1552 -1.9494
C -1.9436 -0.9514 -3.6846
C -2.9891 1.5184 -2.3324
H -2.9254 -2.8568 3.1543
H -1.2091 -3.2219 3.1966
H -2.2909 -4.2071 2.2143
H -2.0498 -0.2174 2.8612
H -1.6679 0.5485 1.3305
H -0.3956 -0.2462 2.2512
H -4.4077 -3.2102 1.4891
H -6.4789 -3.3571 0.2170
H -6.7003 -2.1315 -1.9314
H -4.8319 -0.7832 -2.7550
H -2.8878 -1.2479 -4.1480
H -1.3085 -1.8396 -3.6425
H -1.4526 -0.2399 -4.3551
H -4.0620 1.4395 -2.5182
H -2.5288 1.9619 -3.2200
H -2.8425 2.2192 -1.5059
C 3.5573 0.7869 -5.1574
C 3.6034 0.4742 -3.6645
C 4.4234 1.5291 -2.9259
C 4.2194 -0.9093 -3.4392
N 2.2021 0.5667 -3.2040
N 2.0334 0.3419 -1.8060
H 4.5610 0.7779 -5.5822
H 3.1130 1.7668 -5.3316
H 2.9629 0.0433 -5.6925
H 5.4216 1.5915 -3.3593
H 4.5424 1.2869 -1.8680
H 3.9532 2.5107 -3.0140
H 5.2050 -0.9561 -3.9035
H 3.5963 -1.6897 -3.8805
H 4.3571 -1.1307 -2.3787
H 1.6211 -0.1190 -3.6778
H 2.4215 1.1346 -1.2969
H 2.5703 -0.4635 -1.4749
C 2.3956 -5.0936 -0.2844
N 2.0468 -4.6968 -1.7113
C 0.7634 -5.4038 -2.0948
N -0.2810 -5.1753 -1.1643
C 0.1386 -5.5835 0.1687
N 1.3246 -4.8726 0.6141
C 1.0415 -3.4795 0.9780
P 0.0515 -2.5060 -0.2823
C 1.8097 -3.2267 -1.7534
C -0.9181 -3.8527 -1.1698
H 3.2771 -4.5165 -0.0066
H 2.6316 -6.1627 -0.3218
H 2.7979 -5.0338 -2.3235
H 0.9992 -6.4732 -2.1294
H 0.4954 -5.0464 -3.0892
H 0.3511 -6.6575 0.1563
H -0.6737 -5.3932 0.8697
H 1.9772 -2.9415 1.1365
H 0.5111 -3.5087 1.9294
H 2.7320 -2.7501 -1.4079
H 1.6140 -2.9524 -2.7964
H -1.0898 -3.5520 -2.2046
H -1.9000 -3.9779 -0.7105
Se 3.2905 -0.5423 0.9378
C 3.5933 -0.2751 2.7918
C 2.5631 -0.0801 3.7129
C 2.8552 0.1333 5.0484
N 4.0873 0.1680 5.5522
C 5.0717 -0.0293 4.6754
C 4.8842 -0.2495 3.3238
H 1.5296 -0.1020 3.3903
H 2.0441 0.2845 5.7542
H 6.0797 -0.0089 5.0783
H 5.7391 -0.3958 2.6766
O -0.0846 1.9047 0.0230
P 0.2754 3.3623 0.0030
N 1.2145 3.7214 1.2863
C 1.4093 5.0647 1.8453
C 2.9041 5.1113 2.1357
C 3.1770 3.6873 2.6150
C 2.3239 2.8281 1.6840
N -1.0685 4.2931 0.1096
C -1.3440 5.5254 -0.6412
C -2.4437 6.2070 0.1735
C -3.1710 5.0338 0.8232
C -2.0263 4.1064 1.2084
N 1.0313 3.7286 -1.4133
C 0.3744 3.3793 -2.6916
C 1.2267 4.0911 -3.7324
C 1.6853 5.3512 -3.0072
C 1.9688 4.8503 -1.5926
H 0.8426 5.1683 2.7783
H 1.0609 5.8443 1.1662
H 3.1647 5.8742 2.8683
H 3.4562 5.3151 1.2141
H 2.8426 3.5705 3.6481
H 4.2265 3.4014 2.5727
H 1.9398 1.9313 2.1634
H 2.8973 2.5041 0.8122
H -1.7009 5.2940 -1.6493
H -0.4545 6.1522 -0.7363
H -3.0891 6.8221 -0.4522
H -2.0035 6.8485 0.9404
H -3.8181 4.5411 0.0951
H -3.7762 5.3226 1.6811
H -2.3231 3.0600 1.2816
H -1.5826 4.4060 2.1647
H -0.6606 3.7362 -2.7107
H 0.3606 2.3006 -2.8441
H 0.6696 4.2951 -4.6458
H 2.0803 3.4592 -3.9837
H 0.8808 6.0906 -2.9886
H 2.5603 5.8157 -3.4598
H 1.8230 5.6284 -0.8423
H 3.0002 4.4951 -1.4995
```